[1]
ORCA calculation (ωB97M-V/def2-TZVPD) on C15H22N2O2 as an isolated structure at a distorted geometry.

Summary:
electronic energy: -844.18218 Eh
frontier orbital gap: 8.52 eV
energy relative to the best compared isomer or geometry (same formula, charge and spin): 388.7 kcal per mole
HOMO energy: -0.2911 hartree

Positions of all 41 atoms, in Å:
C1 -5.92 -1.88 0.03
C2 -5.19 -0.64 -0.65
H1 -5.82 0.34 -0.50
H2 -5.13 -0.76 -1.75
O1 -4.06 -0.60 -0.17
C3 -3.40 0.51 -0.47
O2 -3.80 1.15 -1.29
N1 -2.21 0.80 0.02
C4 -1.74 -0.07 1.08
H3 -2.41 -0.88 1.42
C5 -0.46 -0.59 0.69
N2 0.50 0.25 0.12
C6 1.35 0.64 1.18
H4 0.78 1.74 1.77
C7 2.67 1.36 0.69
C8 3.54 0.36 0.30
C9 4.79 0.72 -0.41
C10 5.63 -0.02 -0.97
C11 5.56 -1.23 -1.09
C12 4.29 -1.79 -0.29
C13 3.36 -0.99 0.10
H5 2.41 -1.30 0.81
H6 4.14 -2.79 -0.33
H7 6.10 -1.96 -1.31
H8 6.54 0.60 -1.78
H9 5.01 1.97 -0.49
H10 2.53 2.02 0.12
H11 3.22 1.96 1.67
H12 1.43 0.05 2.19
C14 0.09 0.98 -0.72
H13 0.81 1.86 -1.15
C15 -1.26 1.72 -0.47
H14 -1.65 2.33 -1.15
H15 -1.02 2.32 0.45
H16 -0.22 0.33 -1.66
H17 0.05 -1.21 1.50
H18 -0.63 -1.42 -0.35
H19 -1.46 0.52 2.33
H20 -6.13 -1.71 1.03
H21 -5.44 -2.61 -0.13
H22 -6.85 -2.13 -0.36

=====

[2]
ORCA calculation (ωB97M-V/def2-TZVPD) on C15H22N2O3S in the gas phase.

Summary:
electronic energy: -1318.25377 Eh
SMILES: COC(=O)[C@H](CCSC)NC(=O)Nc1cc(C)ccc1C
frontier orbital gap: 9.14 eV
energy relative to the best compared isomer or geometry (same formula, charge and spin): 1.6 kcal per mole
HOMO energy: -0.3152 hartree

Positions of all 43 atoms, in Å:
C1 1.32 -2.82 -3.00
H1 2.02 -2.12 -3.46
H2 0.50 -3.05 -3.68
H3 1.83 -3.75 -2.74
O1 0.84 -2.18 -1.83
C2 -0.21 -2.76 -1.23
O2 -0.77 -3.74 -1.65
C3 -0.60 -2.03 0.05
N1 0.18 -0.84 0.28
C4 1.34 -0.93 1.00
O3 1.66 -1.91 1.64
N2 2.14 0.19 0.96
C5 1.88 1.45 0.42
C6 0.64 2.05 0.57
C7 0.37 3.31 0.05
C8 1.39 3.98 -0.62
C9 2.64 3.39 -0.76
C10 2.91 2.13 -0.25
C11 4.26 1.51 -0.40
H4 4.78 1.46 0.56
H5 4.18 0.49 -0.79
H6 4.87 2.09 -1.09
H7 3.42 3.93 -1.28
H8 1.21 4.96 -1.03
C12 -0.98 3.93 0.22
H9 -1.70 3.46 -0.45
H10 -0.95 4.99 0.00
H11 -1.34 3.79 1.24
H12 -0.13 1.53 1.13
H13 3.05 0.05 1.38
H14 0.14 -0.14 -0.44
C13 -2.10 -1.69 0.01
C14 -2.58 -1.19 1.36
H15 -1.93 -0.41 1.75
H16 -2.62 -2.01 2.08
S1 -4.28 -0.52 1.29
C15 -3.92 1.12 0.59
H17 -3.51 1.02 -0.41
H18 -4.87 1.65 0.54
H19 -3.23 1.65 1.24
H20 -2.26 -0.92 -0.75
H21 -2.65 -2.58 -0.29
H22 -0.40 -2.71 0.89

=====

[3]
ORCA calculation (ωB97M-V/def2-TZVPD) on C15H22N2O3S in the gas phase at a distorted geometry.

Summary:
electronic energy: -1318.22202 Eh
SMILES: CCc1ccc(NC(=O)C2CCN(S(C)(=O)=O)CC2)cc1
frontier orbital gap: 8.95 eV
energy relative to the best compared isomer or geometry (same formula, charge and spin): 21.6 kcal per mole
HOMO energy: -0.3134 hartree

Positions of all 43 atoms, in Å:
C1 4.94 1.38 -4.26
H1 4.06 1.24 -4.88
H2 4.79 2.26 -3.64
H3 5.80 1.54 -4.90
C2 5.16 0.14 -3.38
C3 3.97 -0.10 -2.49
C4 2.89 -0.85 -2.94
C5 1.77 -1.05 -2.15
C6 1.71 -0.48 -0.88
C7 2.78 0.28 -0.43
C8 3.90 0.47 -1.23
H4 4.72 1.07 -0.86
H5 2.75 0.73 0.55
N1 0.62 -0.63 -0.02
C9 -0.52 -1.35 -0.20
O1 -0.79 -1.97 -1.21
C10 -1.51 -1.34 0.97
C11 -1.14 -0.52 2.21
C12 -2.25 -0.67 3.26
N2 -3.55 -0.33 2.74
S1 -4.21 1.13 3.12
O2 -3.81 1.44 4.46
O3 -5.60 1.06 2.79
C13 -3.47 2.39 2.03
H6 -2.41 2.43 2.22
H7 -3.69 2.14 1.00
H8 -3.94 3.33 2.30
C14 -3.94 -0.99 1.52
C15 -2.87 -0.86 0.43
H9 -3.15 -1.45 -0.44
H10 -2.78 0.19 0.11
H11 -4.11 -2.05 1.73
H12 -4.88 -0.54 1.21
H13 -2.28 -1.71 3.60
H14 -2.08 -0.03 4.12
H15 -1.03 0.53 1.94
H16 -0.21 -0.88 2.65
H17 -1.63 -2.39 1.26
H18 0.74 -0.17 0.87
H19 0.95 -1.64 -2.51
H20 2.93 -1.30 -3.92
H21 5.32 -0.73 -4.02
H22 6.05 0.29 -2.76

=====

[4]
ORCA calculation (ωB97M-V/def2-TZVPD) on C15H22N2O4 in the gas phase at a distorted geometry.

Summary:
electronic energy: -995.20919 Eh
SMILES: CC[C@H](C)[C@H](NC(=O)[C@@H](N)Cc1ccc(O)cc1)C(=O)O
frontier orbital gap: 8.73 eV
energy relative to the best compared isomer or geometry (same formula, charge and spin): 70.5 kcal per mole
HOMO energy: -0.3077 hartree

Positions of all 43 atoms, in Å:
C1 0.81 0.08 -2.43
C2 1.05 -1.16 -1.45
C3 1.94 1.11 -2.07
C4 1.60 1.86 -0.81
C5 1.66 1.24 0.45
C6 1.35 3.26 -0.86
C7 1.49 1.96 1.60
C8 1.11 3.95 0.33
C9 1.07 3.28 1.53
C10 -0.95 -1.02 0.16
C11 -0.52 -0.89 1.61
C12 -2.16 -2.01 -0.07
C13 -2.69 -1.91 -1.50
C14 -2.01 -3.41 0.45
C15 -3.41 -4.05 0.69
H1 -1.03 0.27 -3.25
H2 -0.30 1.74 -2.58
H3 1.28 -0.25 -3.41
H4 1.94 1.82 -2.92
H5 2.92 0.57 -2.00
H6 1.84 0.20 0.56
H7 1.34 3.82 -1.80
H8 1.58 1.47 2.62
H9 0.80 4.99 0.25
H10 0.46 3.26 3.32
H11 0.46 -2.50 -0.22
H12 -1.00 0.04 -0.26
H13 -2.95 -1.57 0.55
H14 -3.10 -0.81 -1.66
H15 -3.41 -2.66 -1.78
H16 -1.90 -2.02 -2.26
H17 -1.66 -4.04 -0.43
H18 -1.37 -3.50 1.36
H19 -3.71 -4.99 0.15
H20 -3.52 -4.43 1.79
H21 -4.13 -3.12 0.49
H22 -2.36 -0.60 2.04
N1 -0.46 0.70 -2.51
N2 0.18 -1.62 -0.55
O1 2.21 -1.69 -1.47
O2 0.87 3.95 2.69
O3 0.63 -1.08 1.97
O4 -1.49 -0.57 2.44

=====

[5]
ORCA calculation (ωB97M-V/def2-TZVPD) on C15H22N2O6S in the gas phase at a distorted geometry.

Summary:
electronic energy: -1543.93948 Eh
SMILES: CCOC(=O)[C@H]1CCCN(S(=O)(=O)c2cc(C(=O)OC)n(C)c2)C1
frontier orbital gap: 9.62 eV
energy relative to the best compared isomer or geometry (same formula, charge and spin): 0.5 kcal per mole
HOMO energy: -0.3323 hartree

Positions of all 46 atoms, in Å:
C1 -0.35 -3.59 -0.84
C2 0.87 -2.77 -1.19
H1 0.69 -2.10 -2.04
H2 1.73 -3.41 -1.43
O1 1.21 -1.95 -0.06
C3 2.46 -1.47 -0.04
O2 3.33 -1.79 -0.81
C4 2.68 -0.60 1.19
H3 2.57 -1.28 2.04
C5 1.62 0.50 1.35
N1 1.79 1.64 0.47
S1 1.12 1.50 -1.05
O3 1.40 2.72 -1.74
O4 1.45 0.27 -1.71
C6 -0.60 1.45 -0.65
C7 -1.42 2.55 -0.43
N2 -2.66 2.12 -0.15
C8 -2.67 0.75 -0.19
C9 -1.40 0.31 -0.49
H4 -1.07 -0.70 -0.60
C10 -3.87 -0.06 0.07
O5 -4.96 0.37 0.34
O6 -3.59 -1.37 -0.03
C11 -4.69 -2.24 0.19
H5 -4.30 -3.25 0.08
H6 -5.48 -2.05 -0.54
H7 -5.09 -2.10 1.20
C12 -3.79 2.96 0.12
H8 -4.58 2.78 -0.61
H9 -3.48 4.00 0.07
H10 -4.20 2.74 1.11
H11 -1.16 3.59 -0.48
C13 3.13 2.20 0.49
C14 4.18 1.14 0.17
C15 4.09 0.01 1.19
H12 4.32 0.39 2.19
H13 4.81 -0.77 0.94
H14 5.17 1.59 0.19
H15 4.00 0.74 -0.83
H16 3.30 2.63 1.48
H17 3.13 3.00 -0.26
H18 1.66 0.88 2.38
H19 0.63 0.09 1.17
H20 -0.62 -4.22 -1.69
H21 -0.15 -4.23 0.02
H22 -1.20 -2.96 -0.59

=====

[6]
ORCA calculation (ωB97M-V/def2-TZVPD) on C15H22N6 in the gas phase at a distorted geometry.

Summary:
electronic energy: -913.28965 Eh
SMILES: CCCn1nnnc1NCc1ccc(N2CCCC2)cc1
frontier orbital gap: 8.30 eV
HOMO energy: -0.2839 hartree

Positions of all 43 atoms, in Å:
C1 -1.39 -2.62 2.22
H1 -2.19 -2.33 2.89
C2 -1.28 -1.65 1.05
H2 -0.99 -0.67 1.41
H3 -0.51 -1.99 0.35
C3 -2.60 -1.53 0.28
N1 -3.60 -0.87 1.07
C4 -3.89 0.44 1.32
N2 -4.83 0.48 2.25
N3 -5.10 -0.78 2.56
N4 -4.40 -1.58 1.89
N5 -3.33 1.56 0.80
H4 -3.78 2.38 1.18
C5 -2.82 1.69 -0.55
C6 -1.35 1.36 -0.65
C7 -0.82 0.74 -1.78
C8 0.52 0.45 -1.87
C9 1.41 0.78 -0.83
N6 2.73 0.49 -0.92
C10 3.68 0.70 0.16
C11 4.94 -0.02 -0.31
H5 4.89 -1.08 -0.04
C12 4.87 0.14 -1.82
H6 5.20 1.14 -2.10
C13 3.38 -0.02 -2.11
H7 3.12 -1.08 -2.26
H8 3.07 0.54 -2.99
H9 5.48 -0.59 -2.35
H10 5.84 0.40 0.13
H11 3.87 1.77 0.31
H12 3.29 0.28 1.10
C14 0.87 1.43 0.29
C15 -0.48 1.71 0.37
H13 -0.86 2.20 1.25
H14 1.52 1.72 1.11
H15 0.89 -0.05 -2.75
H16 -1.48 0.47 -2.59
H17 -3.39 1.06 -1.25
H18 -2.98 2.73 -0.86
H19 -3.00 -2.53 0.06
H20 -2.44 -0.99 -0.65
H21 -0.46 -2.64 2.79
H22 -1.59 -3.63 1.86

=====

Question: Which of these has the highest electronic energy?
Answer: C15H22N2O2

=====

Question: Among the records above, which one has the lowest frontier orbital gap?
Answer: C15H22N6